No. 1
Here is a structure of composition C7H13NO at a distorted geometry from the Open Molecules 2025 dataset. Energies are from ωB97M-V with the def2-TZVPD basis set.

Structure (XYZ):
```
22
C7H13NO (ωB97M-V with the def2-TZVPD basis set)
C 3.47374 -0.06552 0.20301
C 2.00601 -0.10176 0.61066
C 1.08807 0.50000 -0.45416
C -0.37833 0.51970 -0.06543
C -0.85898 1.63610 0.83572
C -1.24213 1.64511 -0.60682
C -1.03386 -0.80842 0.12111
N -0.95459 -1.78901 -0.74617
H 3.64159 -0.64959 -0.71441
H 3.80331 0.96619 0.00777
H 4.11668 -0.48202 0.99094
H 1.71206 -1.14302 0.81652
H 1.86504 0.45522 1.55044
H 1.40188 1.53742 -0.64522
H 1.21981 -0.02959 -1.41293
H -1.63458 1.40483 1.56478
H -0.08667 2.32967 1.17134
H -0.75139 2.35300 -1.27575
H -2.27140 1.40340 -0.87007
O -2.26875 -0.84050 0.57112
H -0.01274 -1.90431 -1.10659
H -2.48090 -1.78216 -0.19559
```

For the gap between HOMO and LUMO, the calculation gives 10.4 eV. As for the charge: 0.

***

No. 2
Here is a cluster of 2 separate species, C7H13NO in total at a distorted geometry from the Open Molecules 2025 dataset. Energies are from ωB97M-V with the def2-TZVPD basis set.

Structure (XYZ):
```
22
C7H13NO (ωB97M-V with the def2-TZVPD basis set)
C -0.57832 -0.40356 -0.00263
C -1.03749 -1.35399 -1.12260
C -1.31050 -0.69712 1.31302
C 1.58533 0.22318 1.34955
C 1.20916 1.10129 -1.28130
C 1.02772 -0.46526 0.10724
C -0.70496 0.96346 -0.46968
N -1.24436 2.04652 -0.46657
O 1.58670 -1.48129 -0.34162
H -2.18231 2.23347 -0.12430
H -2.12384 -1.47205 -1.11912
H -0.98459 -1.67364 1.67799
H -0.57488 -2.32887 -0.96868
H -0.72030 -1.00499 -2.10531
H -1.08732 0.04315 2.08295
H -2.39395 -0.72315 1.17044
H 1.38356 -0.39913 2.22438
H 1.15145 1.21160 1.51480
H 2.66397 0.33061 1.23464
H 2.26731 0.84652 -1.25052
H 0.85393 0.81943 -2.27408
H 1.21367 2.18380 -1.14859
```

For the gap between HOMO and LUMO, the calculation gives 8.9 eV. As for the charge: 0.

***

No. 3
Here is a cluster of 2 separate species, C7H13NO2 in total from the Open Molecules 2025 dataset. Energies are from ωB97M-V with the def2-TZVPD basis set.

Structure (XYZ):
```
23
C7H13NO2 (ωB97M-V with the def2-TZVPD basis set)
C 1.06723 1.12149 0.54337
C -1.36856 0.66499 0.34821
C 1.09269 0.88389 2.01759
C -1.63203 1.05677 -1.09007
C -0.45301 -1.26567 0.28584
C 0.84338 -1.01172 -0.54758
N 1.25977 -2.05231 -1.27519
C 1.45095 0.21725 -0.45162
O -1.44655 -1.88600 -0.51391
O -0.25406 -1.76302 1.39087
H -1.64682 -1.32815 -1.27642
H 1.16329 2.17309 0.27066
H 0.63515 -2.83506 -1.40045
H 2.21808 -2.15295 -1.56673
H 2.07908 0.55488 -1.26912
H -1.18289 1.51777 0.99304
H -2.15803 0.08502 0.81726
H 0.48105 1.61521 2.54861
H 2.12933 1.02899 2.35271
H 0.78520 -0.12386 2.28691
H -2.62374 0.75480 -1.44041
H -0.89288 0.60953 -1.77621
H -1.54665 2.13508 -1.24734
```

For the gap between HOMO and LUMO (spin up / spin down), the calculation gives 6.9 / 6.9 eV. As for the charge: 0.

***

No. 4
Here is the molecule C7H13NO2S at a distorted geometry from the Open Molecules 2025 dataset. Energies are from ωB97M-V with the def2-TZVPD basis set.

Structure (XYZ):
```
24
C7H13NO2S (ωB97M-V with the def2-TZVPD basis set)
C 1.96992 2.02768 0.08617
C -1.24907 0.75732 0.13422
C 3.52505 -0.09024 0.02152
C -1.86414 -1.63687 -0.39901
C -3.95933 0.83865 0.53794
C 3.29514 1.42545 -0.38366
C -1.05814 -0.69450 0.46621
N 1.05748 1.07225 -0.16163
O -0.25093 1.51636 -0.17131
O 1.68659 3.11254 0.55521
S -2.61356 1.62252 -0.38006
H 2.54992 -0.66811 -0.14155
H 3.89686 -0.21593 0.98881
H 4.29145 -0.49528 -0.61574
H -2.92491 -1.51065 -0.09292
H -1.76435 -1.14845 -1.37831
H -1.56107 -2.66959 -0.23373
H -3.72742 0.57822 1.55821
H -4.44572 -0.03132 0.14728
H -4.87065 1.48284 0.62312
H 4.25850 2.01519 -0.10714
H 3.18962 1.53249 -1.43128
H 0.04475 -0.58086 0.33079
H -1.26706 -0.99732 1.44178
```

For the gap between HOMO and LUMO (spin up / spin down), the calculation gives 7.6 / 7.6 eV. As for the charge: 0.

***

No. 5
Here is a structure of composition C7H13NOS at a distorted geometry from the Open Molecules 2025 dataset. Energies are from ωB97M-V with the def2-TZVPD basis set.

Structure (XYZ):
```
23
C7H13NOS (ωB97M-V with the def2-TZVPD basis set)
C -0.40649 1.54499 0.78554
C 1.05941 1.13021 0.68303
C 0.25775 -0.28708 -0.31086
C -1.05611 0.36011 0.06936
C -1.74015 0.66204 -1.21115
C -1.86723 -0.48842 1.02694
C 2.26890 -2.12236 -0.44202
N 1.92416 1.49157 -0.33533
O 3.14247 1.25490 -0.16997
S 0.60515 -1.85195 0.32891
H -0.74753 1.74018 1.79605
H -0.60861 2.46223 0.23815
H 1.50028 0.66617 1.57262
H 0.35249 -0.16179 -1.41933
H -2.01319 -0.22008 -1.74561
H -1.19129 1.23205 -1.87283
H -2.67461 1.23252 -0.92774
H -2.27320 -1.31746 0.52527
H -2.74120 -0.01273 1.36523
H -1.29680 -0.85433 1.88997
H 2.38268 -3.21528 -0.88784
H 2.95271 -1.84786 0.27826
H 2.17040 -1.39761 -1.23664
```

For the gap between HOMO and LUMO (spin up / spin down), the calculation gives 8.5 / 8.5 eV. As for the charge: 0.

***

No. 6
Here is a cluster of 2 separate species, C7H13NOS2 in total at a distorted geometry from the Open Molecules 2025 dataset. Energies are from ωB97M-V with the def2-TZVPD basis set.

Structure (XYZ):
```
24
C7H13NOS2 (ωB97M-V with the def2-TZVPD basis set)
C -0.34582 0.45226 0.38955
C -0.27993 -3.60462 -0.00623
C -0.61844 -2.98197 1.30001
C -1.01051 -2.29961 -0.00002
C 1.14722 2.81069 1.11776
C -0.20202 2.59899 -1.04381
C 0.86386 2.01472 -0.19847
N -0.31208 -0.61114 -1.92644
O 1.59557 -1.20182 -0.27985
S -1.56668 0.55039 1.38684
S 0.19650 -0.94873 -0.55503
H 0.77952 -3.54818 -0.47002
H -0.84627 -4.49590 -0.21285
H -1.31134 -3.25596 2.04265
H 0.20687 -2.44596 1.96150
H -1.99824 -2.15482 -0.25532
H 0.14971 3.20822 1.58395
H 1.59271 3.79291 0.87609
H 1.69728 2.13587 1.65779
H -0.00496 3.53560 -1.70196
H -1.12890 2.90601 -0.63980
H -0.51764 1.99126 -1.92777
H 1.62265 1.49563 -0.66887
H 0.29093 0.05618 -2.42971
```

For the gap between HOMO and LUMO, the calculation gives 7.9 eV. As for the charge: 0.

***

No. 7
Here is a cluster of 2 separate species, C7H13O3 in total from the Open Molecules 2025 dataset. Energies are from ωB97M-V with the def2-TZVPD basis set.

Structure (XYZ):
```
23
C7H13O3 (ωB97M-V with the def2-TZVPD basis set)
O 2.66747 0.03737 0.60237
C 2.14767 1.19905 -0.03472
C 1.61781 -0.74792 1.15656
C 1.40362 2.09454 0.94595
C 0.83882 0.01920 2.21576
C 0.27667 1.30901 1.61729
H 3.01635 1.71689 -0.48493
H 1.47205 0.89714 -0.85802
H 2.09953 -1.65191 1.57630
H 0.93543 -1.07463 0.34843
H 2.11872 2.45356 1.71093
H 1.00941 2.98032 0.41169
H 0.02922 -0.62134 2.61540
H 1.52175 0.26006 3.05304
H -0.48572 1.05139 0.85714
H -0.21801 1.92033 2.39639
O -2.68048 -1.67033 -0.76980
O -1.92315 -0.17653 -2.30995
C -2.52563 -1.22078 -1.93834
C -3.19870 -2.04591 -3.06962
H -4.22671 -1.67290 -3.21342
H -2.64987 -1.94027 -4.02053
H -3.24626 -3.11635 -2.80790
```

For the gap between HOMO and LUMO, the calculation gives 7.4 eV. As for the charge: -1.

***

No. 8
Here is the molecule C7H13PS at a distorted geometry from the Open Molecules 2025 dataset. Energies are from ωB97M-V with the def2-TZVPD basis set.

Structure (XYZ):
```
22
C7H13PS (ωB97M-V with the def2-TZVPD basis set)
C 0.36543 0.13115 1.22640
C -0.67933 -0.56263 0.91006
C 1.23192 0.83460 0.11783
C 1.46428 -0.12158 -1.07833
C 0.48777 0.73554 2.66508
C -1.70593 -1.56716 1.22515
C -0.77122 0.81391 -2.70336
P -0.21918 -0.67409 -1.73837
S -0.11415 -2.28929 -2.89411
H 0.69690 1.72016 -0.22810
H 2.14146 1.18166 0.52944
H 2.03648 0.30565 -1.91064
H 2.14397 -0.93986 -0.63004
H 0.66356 1.85146 2.70493
H 1.30182 0.09646 3.13390
H -0.40842 0.56072 3.25837
H -2.40102 -1.63896 0.30158
H -2.20126 -1.25429 2.18798
H -1.32055 -2.52783 1.43894
H -1.54470 1.19351 -2.05544
H 0.01309 1.57437 -2.74435
H -1.18094 0.57652 -3.71694
```

For the gap between HOMO and LUMO (spin up / spin down), the calculation gives 6.9 / 6.9 eV. As for the charge: 0.

***

No. 9
Here is the molecule C7H14 from the Open Molecules 2025 dataset. Energies are from ωB97M-V with the def2-TZVPD basis set.

Structure (XYZ):
```
21
C7H14 (ωB97M-V with the def2-TZVPD basis set)
C -0.84612 1.64850 0.69021
C -0.53159 0.23866 0.16101
C -0.98652 0.16317 -1.30244
C -1.23251 -0.86068 0.99437
C 0.97599 0.01520 0.32483
C 2.00341 -0.05339 -0.76557
C 1.62821 -1.29533 0.01033
H -0.64248 1.72064 1.76564
H -0.21786 2.39229 0.18346
H -1.89417 1.92708 0.52670
H -2.05230 0.41338 -1.37760
H -0.43622 0.87615 -1.92754
H -0.85550 -0.83946 -1.72738
H -0.58983 -1.74922 1.01466
H -1.38866 -0.54909 2.03479
H -2.19655 -1.16090 0.57144
H 1.35585 0.46674 1.24110
H 1.68497 -0.05054 -1.80481
H 2.95005 0.45364 -0.59850
H 2.28769 -1.74122 0.75154
H 1.03576 -2.02552 -0.54079
```

As for the SMILES: CC(C)(C)C1CC1. For the gap between HOMO and LUMO, the calculation gives 11.1 eV. As for the charge: 0.

***

No. 10
Here is a cluster of 2 separate species, C7H14 in total at a distorted geometry from the Open Molecules 2025 dataset. Energies are from ωB97M-V with the def2-TZVPD basis set.

Structure (XYZ):
```
21
C7H14 (ωB97M-V with the def2-TZVPD basis set)
C -0.41982 2.48913 -0.58383
C 0.43309 1.59767 0.40739
C -0.48785 0.21688 0.47260
C 0.27362 -0.93715 1.19557
C -0.62663 -2.18692 1.54916
H -0.60895 1.84210 -1.42573
H -1.32021 2.99466 -0.11317
H 0.24551 3.27151 -1.02787
H 0.65926 2.09449 1.38812
H 1.30707 1.27697 -0.15434
H -1.45470 0.45284 1.08554
H -0.66647 -0.10281 -0.53484
H 0.60764 -0.41242 2.07092
H 1.10732 -1.08822 0.66929
H -1.04861 -2.44433 0.60345
H -0.26557 -3.08508 1.95403
H -1.40614 -1.99636 2.32247
C 0.81292 -0.44171 -2.62083
C 0.87110 -1.56421 -2.25580
H 0.83411 0.44580 -3.26123
H 1.15330 -2.42285 -1.74090
```

As for the SMILES: CCCCC.C#C. For the gap between HOMO and LUMO, the calculation gives 11.7 eV. As for the charge: 0.

***

Computed electronic energy, in the same sequence as the records: -11005.156, -11003.601, -13050.723, -23885.588, -21838.083, -32671.714, -13613.704, -27591.009, -7485.355, -7482.395 eV.
Computed energy relative to the best compared isomer or geometry (same formula, charge and spin), in the same sequence as the records: 59.9, 95.7, 120.0, 113.8, 99.8, 129.0, 6.4, 65.6, 21.7, 89.9 kcal per mole.